Entry 1:
Below is a molecular structure, C19H33I2IrN6O2SSi, with properties calculated with ωB97M-V/def2-TZVPD.

Geometry as XYZ:
```
65
Properties=species:S:1:pos:R:3:nbo_charge:R:1
Ir 0.19 1.41 -0.03 0.825
I 4.69 0.53 1.28 0.198
C 3.93 -1.22 0.35 -0.720
I 1.79 -1.17 0.13 0.436
H 4.18 -2.07 0.98 0.260
H 4.37 -1.31 -0.63 0.255
N -2.17 1.86 -0.46 -0.736
C -2.97 0.64 -0.62 -0.186
C -4.33 0.67 0.08 -0.427
C -4.27 0.89 1.60 -0.426
C -5.24 -0.02 2.36 -0.215
N -4.75 -1.40 2.35 -0.583
C -4.97 -2.33 3.26 0.682
N -5.70 -2.09 4.35 -0.761
N -4.41 -3.53 3.11 -0.758
C -2.13 -0.60 -0.12 0.815
O -2.70 -1.58 0.30 -0.613
O -0.87 -0.41 -0.25 -0.774
H -2.49 2.40 0.34 0.412
H -2.20 2.44 -1.28 0.428
H -3.11 0.44 -1.69 0.259
H -4.81 -0.29 -0.14 0.252
H -4.94 1.45 -0.39 0.243
H -4.53 1.92 1.85 0.238
H -3.26 0.70 1.98 0.200
H -6.23 0.02 1.91 0.225
H -5.32 0.33 3.39 0.213
H -4.14 -1.63 1.57 0.446
H -6.22 -1.24 4.47 0.428
H -5.91 -2.84 4.99 0.432
H -3.91 -3.77 2.26 0.430
H -4.60 -4.28 3.74 0.429
C -0.20 4.40 4.69 -0.420
N 0.92 3.58 4.24 -0.288
C 2.18 3.58 4.79 -0.022
C 2.94 2.72 4.06 -0.038
N 2.14 2.21 3.08 -0.491
C 0.90 2.74 3.19 0.222
S -0.47 2.38 2.22 0.001
H -0.29 5.28 4.06 0.243
H -0.03 4.71 5.71 0.257
H -1.12 3.83 4.63 0.231
H 2.43 4.19 5.64 0.272
H 3.97 2.43 4.17 0.268
H 2.42 1.54 2.38 0.448
C 2.87 3.87 0.06 -1.077
Si 1.39 3.26 -1.00 1.302
C 0.40 4.83 -1.41 -1.123
C 2.27 2.86 -2.70 -0.460
C 3.48 2.18 -2.67 -0.223
C 4.14 1.97 -3.88 -0.183
C 3.59 2.45 -5.06 -0.153
C 2.37 3.12 -5.07 -0.201
C 1.70 3.33 -3.87 -0.146
H 3.39 4.64 -0.52 0.288
H 3.59 3.10 0.32 0.239
H 2.51 4.34 0.98 0.231
H 1.07 5.54 -1.90 0.284
H 0.04 5.31 -0.49 0.247
H -0.46 4.67 -2.05 0.243
H 3.93 1.83 -1.75 0.206
H 5.08 1.45 -3.88 0.234
H 4.12 2.31 -5.99 0.245
H 1.94 3.49 -5.98 0.242
H 0.76 3.86 -3.89 0.212
```

## Properties
HOMO (spin up / spin down)	-16.0 / -15.9	eV
net charge	+3
DFT total energy	-2609.29618	hartree
2S+1	2

Entry 2:
Below is a molecular structure, C19H34AsO9PRuS5, with properties calculated with ωB97M-V/def2-TZVPD.

Geometry as XYZ:
```
70
Properties=species:S:1:pos:R:3:nbo_charge:R:1
Ru 0.51 -0.38 0.53 0.160
O -4.04 0.10 2.02 -1.012
S -2.81 0.54 1.38 2.421
O -2.36 -0.39 0.33 -1.082
O -1.74 0.92 2.27 -0.984
C -3.26 2.03 0.46 -0.224
C -4.55 2.51 0.69 -0.223
C -5.03 3.65 0.06 -0.220
C -4.21 4.33 -0.82 -0.225
C -2.93 3.87 -1.07 -0.194
C -2.44 2.73 -0.44 -0.349
S -0.74 2.30 -0.89 2.424
O -0.33 3.31 -1.85 -1.009
O 0.04 2.30 0.35 -1.009
O -0.77 0.95 -1.46 -1.035
H -5.17 1.95 1.38 0.246
H -6.03 3.99 0.26 0.202
H -4.57 5.22 -1.33 0.202
H -2.27 4.39 -1.76 0.247
C 1.88 -0.07 4.97 -0.636
C 1.32 -0.51 3.64 -0.245
S 1.43 0.62 2.34 0.152
C 0.80 -1.73 3.43 -0.191
C 0.69 -2.76 4.52 -0.645
S 0.23 -2.19 1.85 0.049
H 2.22 0.96 4.92 0.225
H 2.73 -0.69 5.27 0.203
H 1.12 -0.15 5.75 0.214
H 1.66 -2.92 5.01 0.206
H 0.36 -3.72 4.12 0.221
H -0.02 -2.45 5.29 0.217
C 2.69 0.77 -3.96 -0.630
C 1.83 -0.16 -3.13 -0.079
O 2.59 -0.69 -2.01 -0.838
P 2.45 -0.09 -0.55 2.100
O 3.76 -0.72 0.11 -0.830
C 3.74 -1.80 1.05 -0.066
C 3.64 -3.14 0.34 -0.636
O 2.91 1.39 -0.86 -0.850
C 3.05 2.49 0.07 -0.061
C 3.01 3.78 -0.73 -0.633
H 2.13 1.08 -4.84 0.205
H 3.60 0.26 -4.29 0.197
H 2.97 1.65 -3.39 0.226
H 1.53 -1.04 -3.71 0.182
H 0.93 0.34 -2.77 0.233
H 2.89 -1.68 1.73 0.214
H 4.66 -1.71 1.61 0.176
H 2.70 -3.21 -0.21 0.230
H 3.67 -3.95 1.07 0.207
H 4.47 -3.27 -0.36 0.202
H 3.99 2.36 0.60 0.168
H 2.23 2.48 0.78 0.228
H 3.82 3.80 -1.46 0.194
H 3.13 4.63 -0.05 0.205
H 2.05 3.87 -1.23 0.252
C -3.14 -3.08 -0.11 -0.960
As -2.08 -2.34 -1.55 1.520
C -2.13 -3.80 -2.84 -0.972
C -3.00 -0.92 -2.47 -0.952
S 0.01 -2.08 -1.23 -0.550
H -4.10 -3.38 -0.52 0.220
H -3.26 -2.35 0.68 0.300
H -2.61 -3.96 0.26 0.237
H -3.16 -4.07 -3.07 0.221
H -1.61 -4.67 -2.42 0.240
H -1.62 -3.49 -3.75 0.238
H -3.97 -1.30 -2.80 0.218
H -2.39 -0.67 -3.34 0.244
H -3.10 -0.06 -1.83 0.293
```

## Properties
HOMO (spin up / spin down)	-4.3 / -4.5	eV
net charge	-1
DFT total energy	-6084.71470	hartree
2S+1	2

Entry 3:
Below is 5 unconnected molecules or ions with the total composition C19H34BF12NO9PSi, with properties calculated with ωB97M-V/def2-TZVPD.

Geometry as XYZ:
```
78
Properties=species:S:1:pos:R:3:lowdin_charge:R:1
C -5.91 -2.35 -2.32 -0.185
Si -4.07 -2.47 -2.72 0.415
C -3.88 -2.86 -4.53 -0.187
C -3.35 -3.80 -1.61 -0.190
P -3.16 -0.47 -2.16 1.033
B -1.32 -0.51 -1.47 -0.808
N -0.67 -1.73 -1.27 0.199
O -0.75 0.71 -1.24 0.074
H -6.44 -2.95 -3.04 0.040
H -6.08 -2.71 -1.31 0.036
H -6.25 -1.32 -2.43 0.018
H -2.90 -2.66 -4.92 0.031
H -4.60 -2.31 -5.12 0.037
H -4.05 -3.92 -4.66 0.044
H -4.00 -4.65 -1.74 0.046
H -3.44 -3.47 -0.59 0.034
H -2.32 -4.04 -1.83 0.028
H -3.21 0.49 -3.18 -0.001
H -3.93 0.03 -1.10 -0.039
H 0.32 -1.56 -1.07 0.065
H -1.06 -2.28 -0.51 0.096
H -1.06 1.10 -0.41 0.133
C 1.22 0.68 -3.37 -0.044
C 1.98 -0.36 -4.17 -0.182
O 3.01 0.23 -4.98 0.042
C 4.12 0.56 -4.34 -0.389
O 4.35 0.41 -3.18 0.165
C 5.13 1.16 -5.34 -0.541
F 4.55 2.08 -6.12 0.170
F 5.62 0.19 -6.12 0.171
F 6.14 1.73 -4.68 0.178
H 0.81 1.45 -4.04 0.098
H 0.41 0.23 -2.82 0.026
H 1.87 1.18 -2.66 0.089
H 1.32 -0.86 -4.87 0.127
H 2.42 -1.12 -3.52 0.125
C 4.91 0.49 0.07 -0.049
C 4.75 -1.00 0.27 -0.164
O 3.77 -1.29 1.30 0.061
C 2.51 -1.19 0.96 -0.394
O 2.07 -0.90 -0.12 0.138
C 1.59 -1.55 2.14 -0.531
F 1.95 -0.95 3.27 0.182
F 1.60 -2.88 2.33 0.175
F 0.35 -1.17 1.82 0.149
H 5.16 0.97 1.02 0.069
H 5.71 0.69 -0.64 0.089
H 3.99 0.94 -0.30 0.073
H 5.67 -1.44 0.64 0.130
H 4.47 -1.51 -0.65 0.123
C -5.91 4.90 0.93 -0.057
C -6.89 4.03 1.68 -0.177
O -6.99 2.70 1.09 0.043
C -6.02 1.86 1.39 -0.418
O -5.07 2.05 2.08 0.174
C -6.30 0.51 0.71 -0.531
F -6.61 0.66 -0.59 0.145
F -7.31 -0.12 1.31 0.190
F -5.21 -0.28 0.78 0.119
H -6.17 4.95 -0.13 0.085
H -5.91 5.90 1.34 0.088
H -4.89 4.50 1.00 0.075
H -7.89 4.44 1.61 0.129
H -6.64 3.94 2.73 0.129
C 3.51 -0.80 6.64 -0.057
C 4.49 0.23 7.15 -0.186
O 5.53 0.49 6.19 0.038
C 5.21 1.29 5.19 -0.408
O 4.16 1.83 5.00 0.169
C 6.43 1.48 4.28 -0.537
F 7.01 0.31 3.98 0.162
F 7.34 2.26 4.88 0.174
F 6.07 2.07 3.13 0.158
H 4.03 -1.72 6.35 0.086
H 2.78 -1.04 7.41 0.085
H 2.97 -0.44 5.76 0.061
H 5.00 -0.15 8.03 0.127
H 3.99 1.16 7.42 0.127
```

## Properties
HOMO	-12.8	eV
net charge	+1
DFT total energy	-3330.32734	hartree
2S+1	1

Repeat the third record exactly.
Below is 5 unconnected molecules or ions with the total composition C19H34BF12NO9PSi, with properties calculated with ωB97M-V/def2-TZVPD.

Geometry as XYZ:
```
78
Properties=species:S:1:pos:R:3:lowdin_charge:R:1
C -5.91 -2.35 -2.32 -0.185
Si -4.07 -2.47 -2.72 0.415
C -3.88 -2.86 -4.53 -0.187
C -3.35 -3.80 -1.61 -0.190
P -3.16 -0.47 -2.16 1.033
B -1.32 -0.51 -1.47 -0.808
N -0.67 -1.73 -1.27 0.199
O -0.75 0.71 -1.24 0.074
H -6.44 -2.95 -3.04 0.040
H -6.08 -2.71 -1.31 0.036
H -6.25 -1.32 -2.43 0.018
H -2.90 -2.66 -4.92 0.031
H -4.60 -2.31 -5.12 0.037
H -4.05 -3.92 -4.66 0.044
H -4.00 -4.65 -1.74 0.046
H -3.44 -3.47 -0.59 0.034
H -2.32 -4.04 -1.83 0.028
H -3.21 0.49 -3.18 -0.001
H -3.93 0.03 -1.10 -0.039
H 0.32 -1.56 -1.07 0.065
H -1.06 -2.28 -0.51 0.096
H -1.06 1.10 -0.41 0.133
C 1.22 0.68 -3.37 -0.044
C 1.98 -0.36 -4.17 -0.182
O 3.01 0.23 -4.98 0.042
C 4.12 0.56 -4.34 -0.389
O 4.35 0.41 -3.18 0.165
C 5.13 1.16 -5.34 -0.541
F 4.55 2.08 -6.12 0.170
F 5.62 0.19 -6.12 0.171
F 6.14 1.73 -4.68 0.178
H 0.81 1.45 -4.04 0.098
H 0.41 0.23 -2.82 0.026
H 1.87 1.18 -2.66 0.089
H 1.32 -0.86 -4.87 0.127
H 2.42 -1.12 -3.52 0.125
C 4.91 0.49 0.07 -0.049
C 4.75 -1.00 0.27 -0.164
O 3.77 -1.29 1.30 0.061
C 2.51 -1.19 0.96 -0.394
O 2.07 -0.90 -0.12 0.138
C 1.59 -1.55 2.14 -0.531
F 1.95 -0.95 3.27 0.182
F 1.60 -2.88 2.33 0.175
F 0.35 -1.17 1.82 0.149
H 5.16 0.97 1.02 0.069
H 5.71 0.69 -0.64 0.089
H 3.99 0.94 -0.30 0.073
H 5.67 -1.44 0.64 0.130
H 4.47 -1.51 -0.65 0.123
C -5.91 4.90 0.93 -0.057
C -6.89 4.03 1.68 -0.177
O -6.99 2.70 1.09 0.043
C -6.02 1.86 1.39 -0.418
O -5.07 2.05 2.08 0.174
C -6.30 0.51 0.71 -0.531
F -6.61 0.66 -0.59 0.145
F -7.31 -0.12 1.31 0.190
F -5.21 -0.28 0.78 0.119
H -6.17 4.95 -0.13 0.085
H -5.91 5.90 1.34 0.088
H -4.89 4.50 1.00 0.075
H -7.89 4.44 1.61 0.129
H -6.64 3.94 2.73 0.129
C 3.51 -0.80 6.64 -0.057
C 4.49 0.23 7.15 -0.186
O 5.53 0.49 6.19 0.038
C 5.21 1.29 5.19 -0.408
O 4.16 1.83 5.00 0.169
C 6.43 1.48 4.28 -0.537
F 7.01 0.31 3.98 0.162
F 7.34 2.26 4.88 0.174
F 6.07 2.07 3.13 0.158
H 4.03 -1.72 6.35 0.086
H 2.78 -1.04 7.41 0.085
H 2.97 -0.44 5.76 0.061
H 5.00 -0.15 8.03 0.127
H 3.99 1.16 7.42 0.127
```

## Properties
HOMO	-12.8	eV
net charge	+1
DFT total energy	-3330.32734	hartree
2S+1	1